This record from the Open Molecules 2025 dataset describes a structure of composition C30H47Cl2FeN4O8Si. The level of theory is wB97M-V/def2-TZVPD.

Calculated values
Gap between HOMO and LUMO (spin up / spin down) in eV: 8.10 / 7.24
Multiplicity: 6

Last column: Löwdin spin population.
Geometry (Å):
C1 -1.0575 -1.4148 -4.8091  0.002
C2 -1.7064 -0.2143 -4.1977  0.031
H1 -1.5877 -2.3391 -4.5208  0.000
H2 -0.0218 -1.5375 -4.4402  0.001
H3 -1.0534 -1.3065 -5.9007  0.000
C3 -2.7163 0.4576 -4.7708  -0.002
C4 -3.5128 -0.1265 -5.8991  0.001
H4 -3.0545 1.4310 -4.3597  0.000
H5 -3.8494 -1.1396 -5.6283  0.000
H6 -2.9750 -0.2305 -6.8533  0.000
H7 -4.4090 0.4593 -6.0992  0.000
Fe1 2.6975 -1.7772 0.2125  3.649
Cl1 4.6502 -2.6960 0.1234  0.125
C5 -1.4863 2.2433 1.5887  0.000
O1 -2.3910 1.5016 1.9910  0.000
N1 -1.1518 3.4453 2.1154  0.000
C6 -1.5689 3.7883 3.4616  0.000
C7 -0.1925 4.3030 1.4419  0.000
H8 -0.8227 1.9494 0.7491  0.000
H9 -1.5812 2.8880 4.0859  0.000
H10 -2.5677 4.2391 3.4789  0.000
H11 -0.8525 4.5135 3.8583  0.000
H12 0.4969 3.6700 0.8724  0.000
H13 0.3649 4.8745 2.1958  0.000
H14 -0.6846 4.9912 0.7411  0.000
H15 0.7598 -0.9269 5.3813  0.000
H16 2.8096 -1.2573 5.9859  0.000
C8 0.8140 -1.2445 4.3448  0.001
C9 3.0084 -2.0715 5.2988  0.001
N2 2.0571 -1.9979 4.2038  0.005
H17 0.7924 -0.3809 3.6587  0.000
C10 2.3248 -2.5852 3.0390  0.006
O2 1.5965 -2.4740 2.0252  0.031
H18 4.0331 -2.0139 4.9216  0.000
H19 3.2597 -3.1740 3.0339  0.000
H20 -0.0403 -1.8936 4.1111  0.000
H21 2.9022 -3.0250 5.8327  0.000
H22 -3.6161 -2.3247 -2.2044  0.002
H23 -4.8469 0.3636 -1.9269  0.000
C11 -4.4189 -2.3159 -1.4499  0.004
C12 -5.0926 0.0133 -0.9135  0.000
N3 -4.3079 -1.1578 -0.5804  0.009
H24 -4.3699 -3.2461 -0.8676  0.000
C13 -3.3427 -1.1341 0.3762  -0.001
O3 -2.6907 -2.1194 0.6876  -0.001
H25 -4.8859 0.8027 -0.1802  0.000
H26 -3.1897 -0.1469 0.8725  0.000
H27 -5.3861 -2.2592 -1.9607  0.000
H28 -6.1697 -0.2082 -0.8933  0.000
O4 -1.7543 -0.9389 -1.9429  0.753
C14 -1.2681 -0.0100 -2.7431  0.110
C15 -2.4082 2.1305 -1.7828  0.003
C16 -1.2965 1.4836 -2.3184  0.006
H29 -3.2879 1.5456 -1.5014  0.000
C17 -2.3877 3.5192 -1.5595  0.000
H30 -0.1927 -0.2706 -2.7570  0.070
C18 -0.1320 2.2151 -2.5483  0.004
H31 -3.2941 4.0217 -1.1934  0.000
C19 -1.2309 4.2574 -1.8428  0.002
C20 -0.0794 3.5910 -2.2968  0.000
H32 0.7371 1.6705 -2.9291  0.002
H33 -1.2446 5.3534 -1.7515  0.000
H34 0.8462 4.1419 -2.4912  0.000
Si1 0.1040 -3.9523 -0.3534  0.002
Cl2 1.1009 -2.0727 -1.2692  0.065
C21 -0.8866 -4.0061 1.2163  0.000
C22 1.6442 -4.9855 0.0140  0.003
C23 -0.8444 -4.6690 -1.7586  0.000
H35 -1.0641 -3.0096 1.6343  0.000
H36 -0.3659 -4.6342 1.9555  0.000
H37 -1.8570 -4.4674 0.9707  0.000
H38 -1.8920 -4.3627 -1.6999  0.000
H39 -0.7902 -5.7608 -1.6772  0.000
H40 -0.4436 -4.3639 -2.7273  0.000
H41 2.5934 -4.4364 -0.0897  0.002
H42 1.6965 -5.8480 -0.6702  0.000
H43 1.6049 -5.3630 1.0557  0.000
O5 1.1102 1.4707 1.8767  0.014
C24 2.0513 0.9825 1.2412  0.013
O6 1.9474 0.0008 0.4338  0.075
C25 3.4380 1.5677 1.3598  0.002
C26 3.6064 2.9522 1.1753  0.000
C27 4.8784 3.5085 1.0901  0.000
C28 6.0079 2.6824 1.2481  0.000
C29 5.8497 1.2902 1.3928  0.001
C30 4.5779 0.7549 1.5460  0.003
N4 7.2978 3.2609 1.3552  0.000
O7 7.3965 4.5056 1.2599  0.000
O8 8.2855 2.5171 1.5476  0.000
H44 2.7358 3.6084 1.1214  0.000
H45 5.0202 4.5743 0.9257  0.000
H46 6.7252 0.6474 1.4095  0.000
H47 4.4979 -0.2982 1.8406  0.003

Atomic forces in eV per Å
C -0.121 -0.502 -0.140
C -0.488 -0.023 0.261
H 0.123 0.183 -0.261
H -0.418 0.138 -0.271
H 0.065 -0.316 0.241
C 0.229 0.223 0.648
C -0.066 -0.212 -0.538
H 0.154 -0.874 0.008
H 0.110 0.240 -0.074
H 0.016 0.123 0.243
H 0.058 0.072 -0.005
Fe 0.206 0.957 1.451
Cl 0.706 -0.325 0.050
C -0.347 -0.630 -0.253
O 0.891 0.973 -0.003
N 0.015 -0.264 0.168
C -0.296 0.080 -0.055
C 0.019 -0.232 -0.075
H -0.523 0.240 0.117
H -0.028 0.184 -0.126
H 0.088 -0.056 0.071
H -0.157 -0.172 0.071
H -0.081 0.202 0.081
H -0.051 -0.157 -0.294
H 0.121 -0.029 0.248
H -0.183 0.151 -0.035
H 0.153 0.085 0.018
C -0.208 0.042 -0.262
C 0.095 -0.668 0.081
N -0.023 -0.195 -0.884
H 0.003 -0.271 0.282
C -0.220 0.323 -0.105
O 0.835 -0.091 0.449
H -0.154 0.136 0.097
H -0.163 0.170 -0.161
H 0.199 0.223 0.053
H 0.005 0.243 0.061
H -0.231 -0.022 0.226
H -0.105 0.030 0.181
C -0.169 -0.157 -0.051
C 0.018 -0.019 -0.003
N 0.106 -0.014 0.063
H 0.005 0.316 -0.133
C -0.172 0.292 0.205
O -0.337 0.365 -0.333
H -0.047 -0.148 -0.218
H -0.187 -0.443 -0.209
H 0.159 -0.121 0.073
H 0.251 -0.023 0.077
O -0.619 -0.571 0.647
C 0.759 2.560 -0.924
C -0.083 0.181 0.239
C 0.010 -0.466 0.157
H 0.383 0.341 -0.255
C 0.118 -0.196 -0.202
H 0.265 0.008 0.143
C 0.060 0.308 0.108
H 0.498 -0.246 -0.118
C -0.067 -0.185 -0.200
C -0.293 -0.116 -0.119
H -0.125 0.365 0.098
H 0.105 -0.600 0.103
H -0.377 -0.167 0.077
Si 1.014 -0.650 0.436
Cl -2.112 -1.642 -0.753
C -0.055 0.329 0.261
C 0.358 0.011 -0.045
C -0.242 0.276 -0.437
H -0.069 -0.451 -0.019
H -0.008 0.232 -0.351
H 0.268 0.343 0.144
H 0.059 -0.010 -0.059
H -0.017 0.134 0.007
H -0.034 -0.123 0.007
H -0.285 -0.285 -0.018
H 0.002 0.238 0.193
H -0.049 0.195 -0.592
O 1.081 -0.236 -0.354
C -0.705 0.500 1.125
O 0.271 -0.227 -0.083
C 0.753 0.388 0.079
C 0.175 -0.316 -0.080
C 0.500 -0.237 0.354
C -2.147 -0.993 -0.178
C 0.194 0.550 0.423
C -0.324 0.343 -0.313
N 3.079 1.443 -0.148
O -0.250 -2.191 0.181
O -1.906 1.201 -0.334
H 0.215 -0.342 -0.153
H -0.030 -0.258 0.177
H -0.126 0.199 0.280
H -0.099 0.338 -0.539

=====

This record from the Open Molecules 2025 dataset describes the ion C6H14N3O2 with charge +1. The level of theory is wB97M-V/def2-TZVPD.

Calculated values
Net charge: +1
Gap between HOMO and LUMO in eV: 9.79

Last column: natural (NBO) charge in e.
Geometry (Å):
H1 0.6778 2.0104 1.9364  0.357
N1 0.6333 1.2231 1.3679  -0.777
C1 0.9807 0.1101 1.8975  0.447
N2 1.5468 -0.1795 3.1015  -0.805
C2 0.6825 -1.1776 1.0854  0.055
O1 1.8525 -1.9784 1.0273  -0.690
C3 0.1095 -0.8842 -0.2959  -0.478
C4 -1.3023 -0.3766 -0.2177  -0.403
C5 -1.6040 0.6364 -1.4814  -0.166
N3 -1.1736 0.0404 -2.8114  -0.751
C6 -0.7029 1.8280 -1.2459  0.440
O2 0.1735 1.9990 -2.0498  -0.508
H2 2.2074 -0.9492 2.9635  0.413
H3 1.7087 0.5261 3.7657  0.405
H4 -0.0379 -1.7738 1.6167  0.199
H5 2.5915 -1.4362 0.9065  0.468
H6 0.1635 -1.7037 -0.8902  0.210
H7 0.9376 -0.1511 -0.5615  0.236
H8 -1.9338 -1.2332 -0.1205  0.240
H9 -1.2974 0.2996 0.5918  0.260
H10 -2.6717 0.9037 -1.5318  0.262
H11 -0.7155 -0.8682 -2.4384  0.448
H12 -0.2779 0.7098 -2.7530  0.461
H13 -1.7414 -0.0321 -3.6108  0.454
H14 -0.8068 2.4573 -0.2520  0.226

Atomic forces in eV per Å
H 0.666 1.674 1.421
N -0.698 -1.973 -0.859
C -0.734 0.088 -0.653
N -0.052 -1.320 -1.545
C 0.320 -0.204 0.273
O -1.820 -1.311 0.293
C 2.312 3.220 1.686
C 0.751 1.754 -2.458
C -1.945 -1.477 1.418
N 4.238 -1.096 5.012
C -0.489 1.043 2.072
O 0.599 0.209 -0.260
H -0.382 0.300 1.050
H 0.564 0.831 0.684
H -0.296 -0.221 0.681
H 1.893 1.259 -0.602
H 0.545 -2.813 -1.627
H -1.495 -0.328 -0.848
H -1.005 -0.088 -0.066
H -0.734 0.458 1.196
H 0.444 -0.001 0.211
H -1.252 1.217 -1.843
H -0.564 -0.171 -2.074
H -0.880 0.106 -1.054
H 0.015 -1.159 -2.111

=====

Energy above the lowest of the compared OMol25 structures with the same formula, charge and spin in eV, matching the order above: 3.6376, 1.4848
Strongest force on any atom in eV/A, matching the order above: 3.404, 6.655